one) 21
Properties=species:S:1:pos:R:3:lowdin_charge:R:1 method="wB97M-V/def2-TZVPD" spin_multiplicity=1 smiles=O.O.O.O.O.O.O orbital_gap_ev=11.275
O -1.28915 0.82432 0.69121 -0.1140
H -1.03424 1.45053 -0.06805 0.0381
H -0.40788 0.71915 1.13786 0.0195
O -0.13080 -1.35252 -0.95425 -0.0200
H -0.42175 -1.76733 -1.73966 0.0582
H -0.85134 -0.83663 -0.59399 0.0100
O 1.84836 -1.99795 1.17274 0.0171
H 1.35798 -2.02789 0.40460 -0.0193
H 1.50030 -2.65199 1.74637 0.0539
O -0.67975 2.31918 -1.53793 -0.0497
H -0.39659 3.22905 -1.43817 0.0608
H 0.14022 1.85091 -1.74813 0.0061
O -3.05808 -1.06983 -0.22311 -0.0834
H -2.56413 -0.37671 0.22980 -0.0282
H -2.97960 -1.70225 0.53182 0.0613
O 1.29535 0.62723 1.56925 -0.0605
H 1.45176 -0.32738 1.54635 0.0076
H 1.97112 1.02068 2.14360 0.0859
O 1.58345 0.85888 -1.29984 -0.0806
H 1.76139 1.08145 -0.38521 0.0138
H 0.90337 0.12910 -1.18525 0.0235

---

two) 21
Properties=species:S:1:pos:R:3:lowdin_charge:R:1 method="wB97M-V/def2-TZVPD" spin_multiplicity=1 smiles=O.O.O.O.O.O.O orbital_gap_ev=11.078
O -2.44537 -4.49168 12.31860 -0.0982
H -3.37116 -4.82049 12.26778 0.0293
H -2.11850 -5.13265 11.62938 0.0331
O -1.08214 -4.28105 7.64639 -0.0829
H -1.16531 -4.99866 6.99867 0.0640
H -1.57304 -3.55093 7.15941 0.0733
O -2.99973 -2.52251 8.27607 -0.0916
H -2.82498 -2.56462 9.24254 -0.0004
H -3.81326 -1.99671 8.31011 0.0593
O -2.01209 -5.74770 9.77194 -0.1042
H -1.74766 -6.63242 9.36860 0.0922
H -1.77379 -5.07481 9.06015 0.0160
O -4.65030 -5.30099 7.95607 -0.0633
H -3.99675 -4.61035 8.17193 0.0067
H -5.46676 -4.88961 7.64721 0.0519
O -4.73062 -5.40107 11.01703 -0.0617
H -4.63092 -5.26152 10.05925 0.0102
H -5.65391 -5.60400 11.23450 0.0607
O -2.99897 -2.33748 10.95326 -0.0489
H -2.35710 -1.60410 11.05390 0.0836
H -2.54988 -3.09039 11.29405 -0.0288

---

Ordering by calculated energy gives the sequence one), two), with the first entry being the most stable.